Entry 1:
Here is C4H10O in the gas phase from OMol25. Energies are from ωB97M-V/def2-TZVPD.

Structure (XYZ):
```
15
Properties=species:S:1:pos:R:3:forces:R:3
C -0.883 1.671 -0.562 -0.5 0.6 -0.2
C 0.308 0.839 -0.157 0.3 -1.8 0.6
C -0.049 -0.648 0.136 0.1 0.1 -0.4
C 1.139 -1.605 0.136 0.2 0.6 0.2
O -0.671 -0.705 1.431 -0.2 -0.3 -0.3
H -1.259 2.271 0.264 0.0 0.1 0.1
H -0.644 2.358 -1.375 0.1 0.1 0.1
H -1.741 1.094 -0.922 0.2 -0.2 0.0
H 0.695 1.106 0.825 0.2 0.6 -0.1
H 1.136 0.860 -0.869 -0.2 0.2 -0.1
H -0.733 -1.038 -0.628 -0.2 0.3 0.1
H 0.805 -2.633 0.099 -0.1 -0.2 0.1
H 1.738 -1.452 1.035 0.0 -0.1 0.0
H 1.784 -1.430 -0.726 0.0 0.0 -0.1
H -1.625 -0.688 1.311 0.1 0.0 0.1
```
Positions in Å, forces in eV/Å.

As for the maximum force: 0.03792 Eh/bohr. The value obtained for the orbital gap is 11.13 eV. Its SMILES is CC[C@@H](C)O. For the energy above the lowest of the compared OMol25 structures with the same formula, charge and spin, the calculation gives 0.411 eV. The value obtained for the highest occupied orbital energy is -10.1 eV.

***

Entry 2:
Here is C4H10O in the gas phase from OMol25. Energies are from ωB97M-V/def2-TZVPD.

Structure (XYZ):
```
15
Properties=species:S:1:pos:R:3:forces:R:3
C 2.410 -0.623 0.615 0.7 0.6 0.8
C 0.961 -0.857 0.375 -3.2 -1.4 0.7
C 0.046 0.260 -0.213 1.9 -1.1 -2.8
C -1.474 -0.025 -0.275 -0.2 0.3 2.7
O -2.059 1.203 -0.644 0.2 1.6 1.1
H 3.015 -0.353 -0.234 0.0 0.1 -0.6
H 2.937 -1.438 1.110 -0.3 -0.4 -0.2
H 2.514 0.171 1.342 0.1 0.6 0.1
H 0.768 -1.719 -0.337 0.4 0.7 1.0
H 0.447 -1.132 1.372 1.0 0.0 -1.3
H 0.150 1.273 0.218 0.3 -0.6 0.1
H 0.497 0.304 -1.329 -1.4 0.5 2.1
H -1.927 -0.243 0.788 1.2 -0.1 -1.5
H -1.879 -0.826 -0.885 0.5 0.0 -0.5
H -1.713 1.806 0.091 -1.1 -0.8 -1.8
```
Positions in Å, forces in eV/Å.

As for the maximum force: 0.06956 Eh/bohr. The value obtained for the orbital gap is 11.12 eV. Its SMILES is CCCCO. For the energy above the lowest of the compared OMol25 structures with the same formula, charge and spin, the calculation gives 1.296 eV. The value obtained for the highest occupied orbital energy is -10.1 eV.

***

Entry 3:
Here is a molecular structure, C4H10O from OMol25. Energies are from ωB97M-V/def2-TZVPD.

Structure (XYZ):
```
15
Properties=species:S:1:pos:R:3:forces:R:3
C -0.661 -1.449 1.307 -1.0 1.3 -0.2
C -0.803 -1.314 -0.215 1.4 -5.2 -0.5
O -1.678 -1.952 -0.843 0.9 2.2 1.0
H 0.247 -1.267 -0.639 -1.0 -0.3 0.0
H -1.653 -1.453 1.759 0.1 -0.1 0.2
H -0.078 -0.616 1.702 0.0 -0.1 0.1
H -0.154 -2.387 1.534 0.0 0.0 -0.3
C 1.068 1.638 -0.058 0.1 0.2 0.2
C 0.249 1.009 -1.141 -3.4 -0.8 1.3
H 0.433 2.093 0.706 0.1 0.0 0.0
H 1.701 2.428 -0.482 0.0 -0.1 0.1
H 1.719 0.906 0.424 0.0 0.1 0.0
H 0.834 0.530 -1.923 -0.3 -0.6 0.2
H -0.485 1.668 -1.596 0.3 0.4 -0.1
H -0.736 0.164 -0.534 2.7 3.1 -1.9
```
Positions in Å, forces in eV/Å.

As for the maximum force: 0.10554 Eh/bohr. The value obtained for the orbital gap is 9.32 eV. For the energy above the lowest of the compared OMol25 structures with the same formula, charge and spin, the calculation gives 3.192 eV. The value obtained for the highest occupied orbital energy is -9.2 eV.

***

Entry 4:
Here is C4H10O in the gas phase from OMol25. Energies are from ωB97M-V/def2-TZVPD.

Structure (XYZ):
```
15
Properties=species:S:1:pos:R:3:forces:R:3
C -1.860 0.345 -0.957 0.2 -0.2 0.0
C -0.579 0.636 -0.150 0.4 0.1 0.0
C 0.452 -0.475 0.110 1.6 1.2 0.6
C 1.840 0.082 0.641 -0.6 0.2 0.5
O -0.151 -1.359 1.036 0.2 -0.4 -0.2
H -2.465 -0.451 -0.512 0.2 0.1 0.0
H -1.625 0.059 -1.987 0.0 0.0 0.1
H -2.505 1.238 -1.014 0.4 -0.2 0.1
H -0.036 1.454 -0.632 -0.1 0.1 0.0
H -0.866 0.990 0.853 0.1 0.0 -0.2
H 0.997 -0.914 -0.699 -1.5 -1.2 -1.7
H 2.342 0.773 -0.066 -0.6 -0.2 0.2
H 1.620 0.581 1.570 0.4 0.4 0.5
H 2.571 -0.732 0.825 -0.6 0.2 0.0
H 0.264 -2.227 0.983 0.0 0.1 0.0
```
Positions in Å, forces in eV/Å.

As for the maximum force: 0.05003 Eh/bohr. The value obtained for the orbital gap is 10.79 eV. Its SMILES is CC[C@@H](C)O. For the energy above the lowest of the compared OMol25 structures with the same formula, charge and spin, the calculation gives 0.792 eV. The value obtained for the highest occupied orbital energy is -9.8 eV.

***

Entry 5:
Here is 2 unconnected molecules or ions with the total composition C4H10O from OMol25. Energies are from ωB97M-V/def2-TZVPD.

Structure (XYZ):
```
15
Properties=species:S:1:pos:R:3:forces:R:3
C 1.496 -0.407 -0.016 -0.1 0.0 0.1
C 0.642 0.189 0.818 0.3 0.1 -0.1
C 0.902 1.470 1.547 0.0 0.0 0.0
O -0.596 -0.298 1.124 0.0 -0.2 -0.1
H 2.467 0.032 -0.214 -0.2 0.0 0.0
H 1.259 -1.345 -0.513 0.0 0.1 0.1
H 1.868 1.892 1.264 -0.1 -0.1 0.0
H 0.113 2.196 1.323 0.1 -0.1 0.0
H 0.890 1.297 2.629 0.0 0.0 -0.1
H -0.744 -1.105 0.612 0.0 0.1 0.1
C -1.699 -0.764 -1.896 0.0 0.0 0.0
H -1.965 -0.044 -1.118 0.0 -0.1 -0.1
H -0.678 -0.568 -2.234 -0.2 0.0 0.0
H -1.765 -1.782 -1.498 0.0 0.1 -0.1
H -2.390 -0.670 -2.737 0.1 0.0 0.1
```
Positions in Å, forces in eV/Å.

As for the maximum force: 0.00596 Eh/bohr. The value obtained for the orbital gap is 9.78 eV. Its SMILES is C=C(C)O.C. For the energy above the lowest of the compared OMol25 structures with the same formula, charge and spin, the calculation gives 0.754 eV. The value obtained for the highest occupied orbital energy is -8.9 eV.

***

Entry 6:
Here is 2 unconnected molecules or ions with the total composition C4H10O from OMol25. Energies are from ωB97M-V/def2-TZVPD.

Structure (XYZ):
```
15
Properties=species:S:1:pos:R:3:forces:R:3
C 1.585 -2.414 2.461 -0.4 -0.5 -1.0
C 0.824 -2.252 1.367 0.2 -0.1 1.1
H 2.641 -2.614 2.316 -0.1 -0.6 0.2
H 1.159 -2.536 3.447 0.2 1.1 0.3
H 1.160 -2.680 0.438 0.3 0.9 -0.5
H -0.153 -1.774 1.417 -0.1 -0.7 0.0
C -1.651 1.313 -0.362 -0.1 -0.1 -0.2
C -0.941 1.825 -1.587 1.0 -1.3 -1.7
O 0.331 1.155 -1.714 0.8 0.0 0.3
H -0.959 1.505 0.459 -0.6 0.1 0.5
H -2.648 1.749 -0.266 0.2 0.3 0.4
H -1.822 0.226 -0.397 0.3 0.3 -0.3
H -0.757 2.901 -1.698 -0.5 -0.1 0.5
H -1.393 1.456 -2.537 -0.3 0.6 0.7
H 1.019 1.471 -1.097 -0.8 0.0 -0.3
```
Positions in Å, forces in eV/Å.

As for the maximum force: 0.04591 Eh/bohr. The value obtained for the orbital gap is 10.66 eV. Its SMILES is C=C.CCO. For the energy above the lowest of the compared OMol25 structures with the same formula, charge and spin, the calculation gives 2.070 eV. The value obtained for the highest occupied orbital energy is -9.6 eV.